Entry 1:
ORCA calculation (wB97M-V/def2-TZVPD) on a molecular structure, C6H24F6NiO6P at a distorted geometry.

The geometry in ORCA input format:
```
! wB97M-V def2-TZVPD RIJCOSX def2/J DEFGRID3
* xyz 1 3
Ni -21.70 16.43 4.36
P -18.41 15.69 3.22
F -17.19 14.98 2.40
F -19.24 15.84 1.87
F -19.00 14.18 3.45
F -19.69 16.30 4.10
F -17.53 15.49 4.55
F -17.85 17.19 3.04
C -19.06 12.04 5.63
O -20.05 11.32 6.37
H -18.03 11.70 5.76
H -19.28 11.87 4.57
H -19.12 13.08 5.94
H -19.78 10.40 6.40
C -20.63 18.55 2.30
O -21.52 18.30 3.42
H -20.52 17.69 1.65
H -21.12 19.32 1.70
H -19.69 18.96 2.66
H -21.83 19.18 3.68
C -19.30 12.54 0.79
O -20.53 13.08 1.25
H -19.06 11.55 1.19
H -19.26 12.53 -0.30
H -18.55 13.20 1.25
H -21.25 12.62 0.81
C -15.31 16.38 0.11
O -15.64 17.30 1.13
H -14.46 16.70 -0.49
H -15.03 15.44 0.59
H -16.08 16.15 -0.64
H -16.28 16.84 1.69
C -19.15 15.36 -1.87
O -18.17 15.94 -2.66
H -20.15 15.33 -2.33
H -18.94 14.32 -1.64
H -19.24 15.86 -0.90
H -18.19 16.85 -2.92
C -22.65 15.38 1.33
O -21.89 15.41 2.58
H -23.66 15.74 1.49
H -22.11 15.79 0.48
H -22.81 14.32 1.12
H -21.09 14.90 2.28
*
```

HOMO-LUMO gap (alpha / beta) (eV): 4.40 / 3.23
LUMO energy (alpha / beta) (eV): -7.1 / -8.2
Molar mass (g mol⁻¹): 395.907
Highest occupied orbital energy (alpha / beta) (eV): -11.47 / -11.47
E (hartree): -3143.0542
Expectation value of S²: 2.00

***

Entry 2:
ORCA calculation (wB97M-V/def2-TZVPD) on a molecular structure, C27H38AsCl2OPTm at a distorted geometry.

The geometry in ORCA input format:
```
! wB97M-V def2-TZVPD RIJCOSX def2/J DEFGRID3
* xyz -1 3
Tm 0.01 -0.01 -0.45
Cl -1.45 2.08 -0.72
Cl 1.40 -2.13 -0.77
H -1.64 -1.06 -0.44
H 1.71 0.90 -0.59
P 0.00 -0.03 -3.35
C 0.28 1.70 -3.96
C 1.14 -1.14 -4.31
C -1.78 -0.40 -3.71
C 1.28 2.47 -3.10
H -0.72 2.16 -3.83
C 0.67 1.74 -5.44
H 1.72 1.46 -5.59
H 0.54 2.77 -5.80
H 0.04 1.09 -6.07
H 0.84 2.77 -2.14
H 1.58 3.39 -3.63
H 2.18 1.89 -2.87
H -2.27 0.43 -3.17
C -2.29 -1.72 -3.08
C -2.07 -0.31 -5.20
H -2.01 0.72 -5.55
H -3.09 -0.68 -5.38
H -1.38 -0.94 -5.79
H -1.60 -2.15 -2.35
H -2.50 -2.48 -3.85
H -3.22 -1.51 -2.54
C 2.57 -0.87 -3.81
H 1.04 -0.87 -5.37
C 0.77 -2.61 -4.11
H 2.99 0.05 -4.24
H 3.22 -1.70 -4.09
H 2.59 -0.79 -2.72
H 0.76 -2.86 -3.04
H 1.54 -3.24 -4.58
H -0.20 -2.86 -4.54
O 0.05 -0.33 1.56
As -0.05 0.07 3.21
C -1.96 0.09 3.44
C -2.52 -0.79 4.37
C -3.91 -0.83 4.52
C -4.73 -0.02 3.73
C -4.16 0.79 2.74
C -2.78 0.81 2.55
C 0.86 -1.43 3.99
C 2.08 -1.24 4.66
C 2.77 -2.34 5.17
C 2.24 -3.63 5.01
C 1.06 -3.83 4.30
C 0.37 -2.73 3.76
C 0.89 1.75 3.25
C 2.20 1.86 2.74
C 2.87 3.08 2.86
C 2.22 4.20 3.40
C 0.87 4.10 3.79
C 0.20 2.88 3.69
H -1.87 -1.44 4.96
H -4.35 -1.51 5.26
H -5.81 -0.04 3.86
H -4.80 1.40 2.09
H -2.35 1.36 1.71
H 2.48 -0.23 4.77
H 3.73 -2.19 5.67
H 2.78 -4.49 5.42
H 0.66 -4.84 4.15
H -0.52 -2.88 3.16
H 2.67 1.01 2.25
H 3.91 3.16 2.52
H 2.75 5.15 3.49
H 0.34 4.99 4.16
H -0.85 2.80 3.95
*
```

HOMO-LUMO gap (alpha / beta) (eV): 4.70 / 4.79
LUMO energy (alpha / beta) (eV): 2.1 / 2.1
Molar mass (g mol⁻¹): 724.336
Highest occupied orbital energy (alpha / beta) (eV): -2.61 / -2.70
E (hartree): -5709.6405
Expectation value of S²: 2.00